# 1
C22H19CaI2N5OSSe | ωB97M-V with the def2-TZVPD basis set

M	774.341	g mol⁻¹
frontier orbital gap	8.011	eV
LUMO	0.29	eV
ΔE to the lowest compared entry with this formula, charge and spin	1.3	kJ/mol
HOMO level	-7.721	eV

```
! wB97M-V def2-TZVPD RIJCOSX def2/J DEFGRID3
* xyz 0 1
Ca -0.9701 -1.4302 -1.4302
I 4.3748 1.7800 3.3073
C 2.6974 1.1735 2.2299
C 1.4413 1.2079 2.8138
C 0.3376 0.8161 2.0775
I -1.5431 0.8499 2.9637
C 0.4209 0.4006 0.7309
O -0.6442 0.1122 0.0485
C 1.7293 0.3351 0.1715
C 1.9721 -0.1074 -1.2540
N 1.4912 -1.4762 -1.5536
C 2.1199 -2.5151 -0.7340
C 1.1813 -3.5781 -0.2065
C 1.7017 -4.7853 0.2462
C 0.8499 -5.7202 0.8016
C -0.5050 -5.4354 0.8879
C -0.9448 -4.2208 0.4017
N -0.1221 -3.3107 -0.1278
C 2.8308 0.7235 0.9246
H 1.3181 1.5372 3.8367
H 1.4661 0.5519 -1.9628
H 3.0513 -0.0388 -1.4324
H 1.6635 -1.6724 -2.5343
H 2.9382 -3.0046 -1.2690
H 2.5609 -2.0327 0.1434
H 2.7618 -4.9837 0.1571
H 1.2354 -6.6673 1.1557
H -1.2069 -6.1416 1.3068
H -1.9970 -3.9618 0.4200
H 3.8160 0.6762 0.4751
S -0.8181 -3.8927 -3.9905
C -2.0329 -3.2124 -3.1300
N -2.7528 -2.6130 -2.4191
C 0.5763 3.3456 -1.5920
N -0.7555 2.9113 -1.2242
C -1.5145 2.0178 -1.8846
Se -1.0995 1.0392 -3.4031
N -2.6861 1.9227 -1.2219
C -2.6684 2.7139 -0.0834
C -3.5992 2.9442 0.9154
C -3.2301 3.8214 1.9215
C -1.9790 4.4430 1.9285
C -1.0532 4.2180 0.9229
C -1.4292 3.3461 -0.0862
H 0.7892 2.9783 -2.5925
H 1.3069 2.9527 -0.8844
H 0.6115 4.4346 -1.5890
H -3.4002 1.2724 -1.5031
H -4.5631 2.4539 0.9179
H -3.9230 4.0227 2.7272
H -1.7256 5.1086 2.7424
H -0.0800 4.6897 0.9331
*
```

***

# 2
C22H19ClN4O2PtSSeSi | ωB97M-V with the def2-TZVPD basis set

M	741.064	g mol⁻¹
frontier orbital gap (spin up / spin down)	4.840 / 6.557	eV
LUMO (spin up / spin down)	-0.39 / -2.28	eV
HOMO level (spin up / spin down)	-5.233 / -8.835	eV

```
! wB97M-V def2-TZVPD RIJCOSX def2/J DEFGRID3
* xyz 0 5
Pt 1.0079 1.3470 -0.4144
Cl 2.7208 -4.1712 5.3691
C 1.4014 -3.3639 4.7383
C 0.2670 -2.9186 5.4713
C -0.7197 -2.1245 4.8563
C -0.6758 -1.8630 3.5109
O -1.4638 -0.8153 3.0471
C 0.3541 -2.4592 2.7673
C 0.2433 -2.3197 1.2653
O -0.6831 -2.4322 0.4789
C 1.4184 -3.0953 3.3777
H 0.0215 -3.2957 6.4421
H -1.4732 -1.6140 5.4721
H 1.2258 -1.9381 0.8055
H 2.2185 -3.3979 2.7041
S 2.8083 2.8840 -7.4345
N 3.6985 2.2671 -6.1805
C 2.9194 2.1429 -5.1474
C 3.3228 1.7458 -3.8406
C 4.6223 1.2905 -3.4618
C 4.8233 1.0065 -2.1357
C 3.7779 1.0463 -1.1931
N 2.5710 1.3151 -1.6224
C 2.2918 1.7269 -2.8906
C 0.9072 2.0542 -3.1548
N 0.0079 1.8734 -2.1242
C -1.3073 2.0920 -2.2790
C -1.7985 2.3922 -3.5584
C -0.9577 2.6980 -4.5916
C 0.4435 2.4439 -4.4268
C 1.5007 2.5819 -5.4373
N 1.4028 3.0555 -6.6385
H 5.3687 1.3361 -4.2626
H 5.7848 0.6826 -1.8178
H 4.0040 0.8610 -0.1359
H -1.8891 2.0491 -1.3385
H -2.9094 2.4037 -3.6800
H -1.3683 3.0261 -5.5662
Se 2.1509 0.7431 1.4249
C -3.8804 0.7763 3.1746
Si -3.1196 -0.8305 2.5607
C -3.7012 -2.3508 3.4945
C -3.3915 -1.0442 0.6991
H -3.2768 1.2269 3.9727
H -4.8981 0.5235 3.5615
H -4.0166 1.5346 2.3854
H -4.6093 -2.7458 3.0080
H -3.9682 -1.9861 4.5212
H -2.8961 -3.1169 3.4906
H -4.4538 -1.0300 0.3185
H -2.9177 -1.9682 0.3554
H -2.9091 -0.2449 0.0590
*
```

***

# 3
C22H19Co2N2O6 | ωB97M-V with the def2-TZVPD basis set

M	525.268	g mol⁻¹
frontier orbital gap	4.109	eV
LUMO	2.06	eV
ΔE to the lowest compared entry with this formula, charge and spin	231.8	kJ/mol
HOMO level	-2.046	eV

```
! wB97M-V def2-TZVPD RIJCOSX def2/J DEFGRID3
* xyz -1 1
C 1.6718 -4.3067 -0.0413
C 1.6787 -2.8817 0.4320
N 0.4586 -2.2932 -0.1013
C -0.6813 -2.8700 0.1310
C -2.0644 -2.2924 0.0264
C -2.9492 -3.5359 0.2380
C -2.0273 -4.7616 0.4810
N -0.7187 -4.1618 0.4811
C 0.4492 -5.0218 0.5328
H 1.6064 -4.3139 -1.1473
H 2.5877 -4.8096 0.3029
H 1.7151 -2.8127 1.5265
H 2.5523 -2.3554 0.0362
H -2.2195 -1.5399 0.8050
H -2.2357 -1.7868 -0.9284
H -3.5888 -3.4138 1.1248
H -3.5649 -3.7494 -0.6486
H -2.2136 -5.2652 1.4544
H -2.0517 -5.4813 -0.3704
H 0.2279 -5.9137 -0.0931
H 0.6562 -5.3359 1.5869
O -3.8457 1.3827 -1.8935
C -2.8373 1.8884 -1.5010
Co -1.4698 2.7052 -0.8352
C -1.5343 4.2756 -1.6498
O -1.7494 5.3025 -2.0907
C -2.1793 3.1579 0.6839
O -2.6713 3.4551 1.7069
C 0.2802 1.9741 -0.1207
C 0.9745 2.8475 0.8388
C 1.0106 4.2193 0.5372
C 1.4653 5.1571 1.4533
C 2.0207 4.7413 2.6687
C 2.0378 3.3678 2.9721
C 1.5541 2.4164 2.0655
C 0.4417 0.6645 -0.5203
C 0.8579 -0.6831 -0.2116
Co 0.6169 1.7614 -1.9150
C 2.1171 1.1169 -2.6924
O 3.0665 0.7686 -3.1901
C 0.7518 3.3966 -2.5722
O 1.0551 4.3702 -3.1186
C -0.7458 1.1436 -2.9096
O -1.3762 0.7681 -3.7939
H 0.6017 4.5361 -0.4381
H 1.3753 6.2233 1.1874
H 2.4304 5.4894 3.3592
H 2.4308 3.0428 3.9513
H 1.5667 1.3453 2.3240
H 1.6715 -1.0638 -1.0106
H 0.7938 -0.8683 0.8864
*
```

***

# 4
C22H19F7O4 | ωB97M-V with the def2-TZVPD basis set

M	480.376	g mol⁻¹
frontier orbital gap	5.741	eV
LUMO	-2.41	eV
HOMO level	-8.151	eV

```
! wB97M-V def2-TZVPD RIJCOSX def2/J DEFGRID3
* xyz 0 1
C -4.6644 -1.2601 -1.9953
C -3.5008 -2.1926 -1.8104
O -2.3040 -1.3721 -1.7147
C -1.2380 -2.1406 -1.3854
C 0.0324 -1.3981 -1.5673
F 0.0339 -0.6683 -2.7505
C 1.2555 -2.2219 -1.4386
O 1.3317 -3.3897 -1.0791
O 2.3468 -1.5157 -1.8227
C 3.5346 -2.3547 -1.8917
C 4.7150 -1.4391 -2.0697
O -1.3563 -3.3023 -1.0269
H -5.5871 -1.8405 -2.0839
H -4.7565 -0.5878 -1.1364
H -4.5393 -0.6602 -2.9023
H -3.5981 -2.7938 -0.8956
H -3.3926 -2.8805 -2.6677
H 3.6133 -2.9506 -0.9701
H 3.4179 -3.0406 -2.7496
H 5.6232 -2.0328 -2.2133
H 4.5807 -0.7872 -2.9398
H 4.8491 -0.8145 -1.1800
F -5.1984 1.0641 3.5949
C -5.1011 1.6648 2.3757
F -6.1231 1.1750 1.6143
F -5.3628 3.0000 2.5671
C -3.7631 1.4340 1.7501
C -3.6094 1.6555 0.3815
C -2.3936 1.3590 -0.2190
C -1.2844 0.9030 0.5506
C -0.0193 0.6588 -0.0691
C 1.2302 1.0468 0.4809
C 1.3617 1.7195 1.7401
C 2.6030 1.9515 2.3085
C 3.7521 1.6184 1.5895
C 5.0884 1.7838 2.2374
F 6.1029 1.2387 1.5033
F 5.4006 3.1102 2.4259
F 5.1218 1.1899 3.4681
C 3.6844 1.1357 0.2850
C 2.4362 0.8736 -0.2665
C -1.4861 0.7202 1.9452
C -2.7130 0.9793 2.5430
H -4.4226 2.0808 -0.2033
H -2.2711 1.5527 -1.2810
H -0.0192 0.5320 -1.1472
H 0.4657 2.0734 2.2542
H 2.6663 2.4125 3.2868
H 4.5827 0.9818 -0.3066
H 2.3786 0.5179 -1.2901
H -0.6574 0.3647 2.5591
H -2.8466 0.8459 3.6124
*
```

***

# 5
C22H19FeN5 | ωB97M-V with the def2-TZVPD basis set

M	409.274	g mol⁻¹
frontier orbital gap (spin up / spin down)	2.160 / 5.626	eV
LUMO (spin up / spin down)	4.95 / 4.88	eV
HOMO level (spin up / spin down)	2.785 / -0.747	eV

```
! wB97M-V def2-TZVPD RIJCOSX def2/J DEFGRID3
* xyz -2 5
C 3.1461 -1.3387 1.5903
C 1.8550 -1.9984 1.6873
C 1.3558 -1.8046 3.0373
C 2.3398 -1.0287 3.7696
C 3.4441 -0.7459 2.8774
Fe 1.7116 -0.1017 2.1335
C 1.4923 1.8055 2.5740
C 2.0988 1.6430 1.2660
C 1.2073 0.8092 0.4515
C 0.0189 0.5281 1.1797
C -1.1395 -0.2552 0.5015
C -2.4426 -0.1243 1.3299
C -3.2312 -1.2643 1.4738
C -4.5023 -1.1848 2.0852
C -4.9429 -0.0089 2.6873
C -4.0535 1.0663 2.7605
C -2.7802 0.9811 2.1542
C 0.2190 1.0704 2.5734
H 3.8179 -1.3802 0.7263
H 1.3941 -2.6267 0.9187
H 0.4612 -2.2692 3.4570
H 2.3102 -0.8133 4.8381
H 4.3857 -0.2693 3.1614
H 1.9241 2.4094 3.3684
H 3.0211 2.0819 0.9131
H 1.3049 0.4809 -0.5640
H -0.7805 -1.2817 0.4142
H -2.8883 -2.2235 1.0711
H -5.1588 -2.0581 2.0736
H -5.9343 0.0520 3.1449
H -4.3553 1.9786 3.2877
H -2.0972 1.8367 2.2998
H -0.4497 1.0596 3.4304
N -2.4603 -0.0176 -5.7798
C -2.4021 -0.7149 -4.6213
N -2.7579 -1.9932 -4.6375
C -2.6963 -2.6878 -3.4946
N -2.3142 -2.2448 -2.2263
C -2.0077 -0.9755 -2.1804
C -1.9834 -0.1689 -3.3600
N -1.4957 1.0906 -3.0830
C -1.2340 1.0615 -1.7071
N -1.5668 -0.1054 -1.1152
H -2.2121 0.9425 -5.8394
H -2.7813 -0.4897 -6.6120
H -2.9822 -3.7299 -3.5434
H -0.7848 1.9354 -1.1934
*
```

***

# 6
C22H19KN6O2 | ωB97M-V with the def2-TZVPD basis set

M	438.532	g mol⁻¹
frontier orbital gap	7.967	eV
LUMO	-0.02	eV
HOMO level	-7.984	eV

```
! wB97M-V def2-TZVPD RIJCOSX def2/J DEFGRID3
* xyz 0 1
K -0.2637 -0.0348 -0.9346
C -2.0111 -1.2261 2.4544
N -1.7386 -0.0131 1.7112
C -2.3688 1.1884 2.2116
C -1.8552 2.3824 1.4497
N -0.8988 2.3479 0.5668
C -0.7639 3.6688 0.1256
C 0.1038 4.2018 -0.8256
C 0.0262 5.5576 -1.0785
C -0.8920 6.3765 -0.4008
C -1.7616 5.8613 0.5440
C -1.6754 4.4932 0.7841
N -2.3664 3.6384 1.6332
C -1.5364 -2.3918 1.6379
N -1.2417 -2.3144 0.3733
C -0.8645 -3.6087 0.0042
C -0.4316 -4.0875 -1.2308
C -0.1089 -5.4286 -1.3178
C -0.2093 -6.2786 -0.2049
C -0.6318 -5.8130 1.0269
C -0.9543 -4.4625 1.1010
N -1.3915 -3.6522 2.1415
H -3.0745 -1.3711 2.6949
H -1.4730 -1.2013 3.4057
H -1.9679 -0.1657 0.7396
H -2.1220 1.3057 3.2708
H -3.4652 1.1668 2.1488
H 0.8051 3.5643 -1.3515
H 0.6826 6.0013 -1.8170
H -0.9191 7.4362 -0.6236
H -2.4717 6.4942 1.0631
H -3.1159 3.8892 2.2528
H -0.3481 -3.4239 -2.0844
H 0.2343 -5.8335 -2.2613
H 0.0571 -7.3231 -0.3126
H -0.7009 -6.4703 1.8847
H -1.5459 -3.9308 3.0938
O 1.9192 0.0818 -4.5867
C 1.4948 -0.0452 -3.4381
O 0.3028 -0.1739 -3.0254
C 2.5856 -0.0503 -2.3344
C 3.9230 -0.0194 -2.7159
C 4.9041 -0.0211 -1.7422
C 4.5282 -0.0461 -0.4048
C 3.1804 -0.0706 -0.1094
N 2.2187 -0.0763 -1.0428
H 4.1438 0.0077 -3.7734
H 5.9516 -0.0003 -2.0169
H 5.2612 -0.0449 0.3905
H 2.8472 -0.0846 0.9233
*
```

***

Question: What is the formula in the first record?
Answer: C22H19CaI2N5OSSe

***

Question: Which value of M does entry 6 give?
Answer: 438.532 g mol⁻¹

***

Question: Which of these has the lowest M?
Answer: C22H19FeN5

***

Copy entry 1 word for word.
C22H19CaI2N5OSSe | ωB97M-V with the def2-TZVPD basis set

M	774.341	g mol⁻¹
frontier orbital gap	8.011	eV
LUMO	0.29	eV
ΔE to the lowest compared entry with this formula, charge and spin	1.3	kJ/mol
HOMO level	-7.721	eV

```
! wB97M-V def2-TZVPD RIJCOSX def2/J DEFGRID3
* xyz 0 1
Ca -0.9701 -1.4302 -1.4302
I 4.3748 1.7800 3.3073
C 2.6974 1.1735 2.2299
C 1.4413 1.2079 2.8138
C 0.3376 0.8161 2.0775
I -1.5431 0.8499 2.9637
C 0.4209 0.4006 0.7309
O -0.6442 0.1122 0.0485
C 1.7293 0.3351 0.1715
C 1.9721 -0.1074 -1.2540
N 1.4912 -1.4762 -1.5536
C 2.1199 -2.5151 -0.7340
C 1.1813 -3.5781 -0.2065
C 1.7017 -4.7853 0.2462
C 0.8499 -5.7202 0.8016
C -0.5050 -5.4354 0.8879
C -0.9448 -4.2208 0.4017
N -0.1221 -3.3107 -0.1278
C 2.8308 0.7235 0.9246
H 1.3181 1.5372 3.8367
H 1.4661 0.5519 -1.9628
H 3.0513 -0.0388 -1.4324
H 1.6635 -1.6724 -2.5343
H 2.9382 -3.0046 -1.2690
H 2.5609 -2.0327 0.1434
H 2.7618 -4.9837 0.1571
H 1.2354 -6.6673 1.1557
H -1.2069 -6.1416 1.3068
H -1.9970 -3.9618 0.4200
H 3.8160 0.6762 0.4751
S -0.8181 -3.8927 -3.9905
C -2.0329 -3.2124 -3.1300
N -2.7528 -2.6130 -2.4191
C 0.5763 3.3456 -1.5920
N -0.7555 2.9113 -1.2242
C -1.5145 2.0178 -1.8846
Se -1.0995 1.0392 -3.4031
N -2.6861 1.9227 -1.2219
C -2.6684 2.7139 -0.0834
C -3.5992 2.9442 0.9154
C -3.2301 3.8214 1.9215
C -1.9790 4.4430 1.9285
C -1.0532 4.2180 0.9229
C -1.4292 3.3461 -0.0862
H 0.7892 2.9783 -2.5925
H 1.3069 2.9527 -0.8844
H 0.6115 4.4346 -1.5890
H -3.4002 1.2724 -1.5031
H -4.5631 2.4539 0.9179
H -3.9230 4.0227 2.7272
H -1.7256 5.1086 2.7424
H -0.0800 4.6897 0.9331
*
```